Formula: C19H43CoN4OSi
Source: OMol25
Level of theory: the ωB97M-V functional and the def2-TZVPD basis

Output
Kohn-Sham gap (spin up / spin down): 9.02 / 9.11 eV
⟨S²⟩: 0.77
HOMO (spin up / spin down): -11.1 / -11.1 eV

ORCA input file:
```
! RIJCOSX wB97M-V def2-TZVPD def2/J DEFGRID3
* xyz 1 2
Co 0.24911 -0.51174 0.90862
C 2.68568 -2.30585 -0.04644
C 1.52317 -3.23147 0.27265
N 0.24232 -2.55751 0.65220
C -0.43322 -3.19486 1.80684
C -0.26417 -2.32287 3.04189
N -0.77472 -0.99552 2.67119
C -0.93563 -0.00645 3.75618
C 0.22360 0.97144 3.84105
C 0.21193 1.99578 2.70659
N 0.41312 1.45951 1.33851
C 1.71354 1.81776 0.74928
C 2.83414 0.89717 1.25364
N 2.32883 -0.45726 1.56383
C 3.22553 -1.56329 1.16587
H 2.37935 -1.58340 -0.80623
H 3.48280 -2.91350 -0.48013
H 1.80553 -3.88206 1.10392
H 1.32678 -3.87835 -0.58334
H -0.36445 -2.59333 -0.16018
H -0.04839 -4.19931 1.98467
H -1.49827 -3.29800 1.58435
H 0.78969 -2.24476 3.32118
H -0.80459 -2.74590 3.89464
H -1.70509 -1.16237 2.29323
H -1.10999 -0.51498 4.70811
H -1.83614 0.56886 3.53079
H 1.17864 0.44439 3.90090
H 0.13758 1.52168 4.78055
H 0.98422 2.74424 2.89659
H -0.74640 2.51964 2.72167
H -0.33682 1.81195 0.74044
H 1.96355 2.86216 0.95863
H 1.61075 1.69777 -0.32739
H 3.36209 1.31861 2.11334
H 3.56145 0.80727 0.44743
H 2.15694 -0.51782 2.55685
H 3.34717 -2.24331 2.01362
H 4.21807 -1.16864 0.94034
C -3.40520 -0.11544 0.10696
C -3.26259 1.26300 0.73088
O -2.09540 1.94592 0.30585
C -2.18404 2.47103 -1.01782
C -0.92482 3.25354 -1.30632
H -4.24445 -0.64751 0.55749
H -2.48866 -0.69569 0.24901
H -3.58193 -0.06037 -0.96627
H -3.18125 1.18332 1.81830
H -4.14583 1.87578 0.51833
H -3.07138 3.11117 -1.08341
H -2.28854 1.65325 -1.73542
H -0.76803 4.02939 -0.55576
H -1.00164 3.73800 -2.27992
H -0.06177 2.58476 -1.33560
C 1.45981 1.04407 -4.58653
Si -0.02142 0.04305 -4.03656
C -1.60483 0.94734 -4.46138
C -0.00872 -1.65457 -4.82087
C 0.08860 -0.16402 -2.20673
C 0.20225 -0.29600 -0.99664
H 1.43475 1.23360 -5.66140
H 2.39011 0.52042 -4.35955
H 1.48456 2.00949 -4.07706
H -1.73643 1.00395 -5.54396
H -1.58931 1.96864 -4.07703
H -2.47824 0.43982 -4.04717
H -0.09271 -1.59273 -5.90747
H -0.83987 -2.25977 -4.45430
H 0.91928 -2.17914 -4.58557
*
```

Here are the natural (NBO) charges for atoms 1 to 6, given in e:
1. Co 1.00
2. C -0.44
3. C -0.21
4. N -0.63
5. C -0.23
6. C -0.23